No. 1
Here is C45H38AsCl2IrN2O3PS as an isolated structure from OMol25. Energies are from the ωB97M-V functional and the def2-TZVPD basis.

Last column: Mulliken spin population.
Element x y z (Å)
Ir  0.295  -0.410  -0.790  1.998
O  -1.889  -0.693  -1.058  0.072
N  -2.397  -0.099  -2.124  0.019
C  -3.568  -0.589  -2.592  -0.012
C  -4.190  -0.036  -3.676  0.021
C  -3.590  1.054  -4.309  -0.008
C  -2.397  1.533  -3.828  0.006
C  -1.771  0.953  -2.715  0.008
S  -0.241  1.504  -2.127  0.281
H  -3.941  -1.429  -2.026  0.001
H  -5.125  -0.454  -4.018  0.001
H  -4.055  1.515  -5.170  -0.001
H  -1.896  2.369  -4.294  0.001
C  3.506  -1.172  -1.927  0.067
C  3.314  -0.473  -3.267  0.004
As  4.664  -0.891  -4.656  0.001
C  4.788  -2.827  -4.429  0.000
C  3.649  -3.593  -4.194  0.012
C  3.725  -4.978  -4.131  -0.003
C  4.942  -5.618  -4.312  0.000
C  6.080  -4.866  -4.573  0.000
C  6.000  -3.482  -4.640  0.001
C  6.211  -0.302  -3.610  0.000
C  6.803  -1.028  -2.577  0.000
C  7.815  -0.465  -1.810  -0.001
C  8.253  0.827  -2.069  0.000
C  7.685  1.550  -3.108  0.000
C  6.673  0.986  -3.873  0.000
P  2.565  -0.422  -0.549  0.317
C  3.228  -1.292  0.908  0.305
C  4.583  -1.343  1.106  -0.142
C  5.152  -1.878  2.270  0.423
C  4.310  -2.300  3.331  -0.085
C  2.966  -2.262  3.197  0.297
C  2.277  -1.875  1.925  -0.074
C  3.261  1.253  -0.368  0.038
C  4.537  1.592  -0.821  0.007
C  5.038  2.867  -0.610  -0.002
C  4.275  3.813  0.063  0.005
C  3.009  3.481  0.522  -0.003
C  2.502  2.207  0.305  -0.003
H  4.558  -1.209  -1.643  -0.005
H  3.166  -2.207  -1.969  -0.009
H  3.374  0.614  -3.165  -0.001
H  2.332  -0.677  -3.695  -0.002
H  2.685  -3.114  -4.063  -0.005
H  2.829  -5.558  -3.944  -0.001
H  5.004  -6.697  -4.261  0.000
H  7.032  -5.358  -4.727  0.000
H  6.897  -2.908  -4.848  0.000
H  6.474  -2.038  -2.365  0.000
H  8.264  -1.040  -1.008  0.000
H  9.040  1.264  -1.468  0.000
H  8.030  2.553  -3.324  0.000
H  6.231  1.560  -4.681  0.000
H  5.257  -0.929  0.363  -0.005
H  6.227  -1.909  2.378  0.013
H  4.751  -2.623  4.266  0.002
H  2.322  -2.544  4.022  0.008
H  1.524  -1.124  2.168  0.182
H  5.150  0.873  -1.353  0.009
H  6.025  3.120  -0.975  0.000
H  4.667  4.809  0.228  0.000
H  2.410  4.212  1.050  0.000
H  1.513  1.951  0.670  0.002
Cl  0.187  -2.098  -3.245  0.023
C  -1.198  -3.134  -3.435  -0.003
C  -1.693  -3.290  -4.721  -0.003
C  -2.863  -3.993  -4.936  -0.001
C  -3.539  -4.528  -3.850  0.002
C  -3.021  -4.385  -2.580  -0.003
Cl  -3.906  -5.063  -1.243  0.000
C  -1.818  -3.701  -2.313  0.053
N  -1.383  -3.574  -1.015  -0.002
C  -0.069  -3.539  -0.509  -0.013
C  0.946  -4.262  -1.216  0.466
C  2.194  -4.477  -0.622  -0.081
C  2.468  -4.001  0.624  0.336
C  1.502  -3.164  1.392  -0.126
C  0.176  -2.943  0.698  0.291
C  -0.937  -2.335  1.518  0.061
C  -0.693  -0.927  2.087  -0.010
O  -0.917  -0.706  3.262  0.013
O  -0.269  -0.044  1.239  0.149
H  -1.159  -2.830  -5.541  0.001
H  -3.252  -4.114  -5.937  0.000
H  -4.466  -5.070  -3.978  0.000
H  -2.102  -3.709  -0.325  0.002
H  0.712  -4.699  -2.177  0.026
H  2.941  -5.049  -1.160  0.009
H  3.428  -4.194  1.087  -0.008
H  1.250  -3.699  2.324  0.068
H  -1.167  -2.984  2.368  0.006
H  -1.841  -2.229  0.916  0.005

The value obtained for the HOMO energy (alpha / beta) is -6.04 / -8.00 eV. As for the energy relative to the best compared isomer or geometry (same formula, charge and spin): 0.0000 eV. Its spin multiplicity is 6. Its LUMO energy (alpha / beta) is 0.409 / -0.883 eV. The calculation puts the max |F| at 0.003 hartree/bohr. Its total energy is -165247.01706 eV.



No. 2
Here is a single C5H6O2 molecule in a non-equilibrium geometry from OMol25. Energies are from the ωB97M-V functional and the def2-TZVPD basis.

Last column: Mulliken charge in e.
Element x y z (Å)
O  0.811  -2.143  0.771  -0.586
C  0.317  -1.089  0.434  0.512
C  -0.803  -0.360  1.196  -0.404
O  -1.509  0.439  0.255  -0.323
C  -0.706  0.706  -0.844  -0.101
C  0.666  1.164  -0.565  -0.681
C  0.638  -0.309  -0.758  -0.289
H  -0.351  0.247  1.996  0.236
H  -1.506  -1.062  1.645  0.319
H  -0.760  -0.031  -1.665  0.399
H  0.885  1.451  0.461  0.199
H  1.181  1.752  -1.310  0.252
H  1.137  -0.766  -1.616  0.467

The value obtained for the HOMO energy is -9.16 eV. As for the energy relative to the best compared isomer or geometry (same formula, charge and spin): 3.1541 eV. Its LUMO energy is 0.872 eV. The calculation puts the max |F| at 0.047 hartree/bohr. Its total energy is -9373.94150 eV. Its structure (SMILES) is O=C1CO[C@H]2C[C@@H]12.